{
  "formula": "C26H24CrNO5P",
  "method": "the ωB97M-V functional and the def2-TZVPD basis",
  "homo_lumo_gap_ev": [7.71, 8.21],
  "charge": 1,
  "multiplicity": 2,
  "total_energy_ev": -76784.4455,
  "symbols": ["Cr", "P", "O", "O", "O", "O", "O", "N", "C", "C", "C", "C", "C", "C", "C", "C", "C", "C", "C", "C", "C", "C", "C", "C", "C", "C", "C", "C", "C", "C", "C", "C", "C", "C", "H", "H", "H", "H", "H", "H", "H", "H", "H", "H", "H", "H", "H", "H", "H", "H", "H", "H", "H", "H", "H", "H", "H", "H"],
  "coordinates": [[-0.12145, -0.61065, 0.24226], [1.45712, -2.03988, -0.75224], [-0.28840, 0.81328, -0.99666], [1.04883, 0.29392, 1.38028], [-0.56183, 2.93657, -1.60627], [1.80607, 2.39993, 1.48901], [-1.79468, 0.16575, 1.36081], [-1.42101, -1.63881, -1.16774], [-1.39648, -5.02108, -2.76474], [-1.34740, 0.94017, 2.51822], [4.01355, -1.17700, -1.30502], [0.84451, -4.44230, -2.12366], [-0.04615, -5.33740, -2.68987], [3.22333, -3.81176, 0.58819], [-2.65967, 1.50550, 3.06971], [-0.53649, 2.05317, 1.84089], [0.38550, -3.22933, -1.61880], [1.33084, -2.95857, 1.81240], [4.91207, -0.94404, -3.51961], [-3.49923, 1.68766, 1.78055], [-0.67726, 2.06114, -0.79219], [2.82616, -1.66535, -1.85247], [-2.50307, 1.25843, 0.70559], [3.72216, -1.40645, -4.06414], [5.05692, -0.82580, -2.14372], [-1.85954, -3.81139, -2.27251], [1.68525, -3.71167, 2.91590], [-1.38700, 2.30885, 0.55117], [2.09306, -3.00410, 0.64365], [0.91272, 1.60394, 1.55131], [2.67224, -1.76263, -3.23433], [3.57650, -4.57017, 1.69421], [-0.96824, -2.92041, -1.69511], [2.81272, -4.51862, 2.85136], [-1.78010, 3.32035, 0.51719], [4.11128, -1.07603, -0.23068], [-2.40141, -1.72123, -0.90981], [3.10018, -5.10788, 3.71170], [0.30872, -6.28713, -3.06654], [3.82803, -3.83580, -0.31002], [1.89825, -4.68409, -2.06253], [-3.83897, 2.70801, 1.62183], [-2.91279, -3.56454, -2.34539], [3.61177, -1.48338, -5.13734], [4.45373, -5.20181, 1.65083], [-2.48750, 2.43825, 3.60133], [-0.45764, 2.94999, 2.44906], [-0.78825, 0.30539, 3.19877], [1.10073, -3.67002, 3.82512], [-3.13123, 0.80809, 3.75908], [-4.36851, 1.03207, 1.77488], [-1.38214, -0.94168, -1.91400], [-2.09320, -5.71884, -3.20883], [5.72943, -0.66417, -4.17073], [5.98079, -0.45075, -1.72468], [0.44110, -2.32477, 1.85774], [-2.94486, 0.91921, -0.22849], [1.74371, -2.12498, -3.65713]]
}

=====

{
  "formula": "C26H24F5NO2P2Pb",
  "method": "the ωB97M-V functional and the def2-TZVPD basis",
  "homo_lumo_gap_ev": [4.45, 4.45],
  "charge": 2,
  "relative_energy_kcal_mol": 0.00,
  "total_energy_ev": -70329.1685,
  "symbols": ["Pb", "P", "P", "F", "F", "F", "F", "F", "O", "O", "N", "C", "C", "C", "C", "C", "C", "C", "C", "C", "C", "C", "C", "C", "C", "C", "C", "C", "C", "C", "C", "C", "C", "C", "C", "C", "C", "H", "H", "H", "H", "H", "H", "H", "H", "H", "H", "H", "H", "H", "H", "H", "H", "H", "H", "H", "H", "H", "H", "H", "H"],
  "coordinates": [[0.21150, 0.94497, 0.38918], [2.54034, 1.47194, -0.19432], [0.10359, 0.48110, 2.83321], [-0.44475, 1.38547, -2.58854], [-5.64610, 2.61487, -1.22106], [-1.94309, 3.04167, -4.17156], [-4.52487, 3.66575, -3.49221], [-4.17948, 0.95435, 0.39925], [-0.40976, 4.10088, 0.76103], [-1.70681, 0.39104, -0.25051], [0.47016, -1.14148, -0.01787], [-1.56890, 0.51191, 3.43782], [2.64344, 2.59830, -1.51880], [-1.89802, -3.85416, 0.52058], [-0.28994, -2.16279, 2.06983], [3.49780, 2.02212, 1.15475], [1.09432, 1.40879, 3.96343], [-0.16636, 2.91974, 0.61607], [-2.30662, 1.13957, -1.05457], [0.97483, -1.41358, -1.27563], [-1.07900, -3.13372, 2.67352], [-1.13870, -2.85260, -0.10876], [0.62773, -1.26510, 2.89927], [-3.65008, 1.46374, -0.74267], [1.95785, -2.12676, -3.77368], [-1.16765, -2.62526, -1.60522], [2.71314, -1.30486, -2.92849], [-0.33897, -2.02689, 0.66285], [3.10190, -0.15666, -0.68735], [0.71458, -2.59889, -3.35385], [-2.48448, 2.52048, -3.05146], [2.24823, -0.95260, -1.67226], [-1.77345, 1.69586, -2.23932], [-4.37697, 2.29738, -1.54986], [-3.81201, 2.84140, -2.71069], [-1.88200, -3.98471, 1.90805], [0.19962, -2.22976, -2.09844], [-2.48768, -4.75356, 2.40202], [0.12219, -3.25043, -4.00180], [0.83242, 1.08931, 4.98735], [3.69958, -0.95147, -3.24584], [3.60219, 1.25383, 1.93497], [-2.51117, -4.52154, -0.09130], [4.08958, 0.03747, -1.11716], [-1.04878, -3.23797, 3.76310], [2.35066, -2.40140, -4.75950], [1.66235, -1.32634, 2.52839], [-1.60685, -0.03339, 4.39803], [4.49370, 2.23525, 0.73219], [-2.27611, 0.04041, 2.74062], [2.05374, 2.27898, -2.39138], [2.31238, 3.61174, -1.23420], [2.16843, 1.24065, 3.80472], [3.22518, -0.74194, 0.24095], [3.10665, 2.94002, 1.62002], [0.89962, 2.48878, 3.87178], [-1.85600, -1.76784, -1.80137], [-1.56750, -3.48209, -2.14082], [-1.89567, 1.55179, 3.61144], [3.70961, 2.63295, -1.79044], [0.61041, -1.57471, 3.95651]]
}

=====

{
  "formula": "C26H24N3S",
  "method": "the ωB97M-V functional and the def2-TZVPD basis",
  "homo_lumo_gap_ev": 7.69,
  "charge": 1,
  "relative_energy_kcal_mol": 0.00,
  "total_energy_ev": -42651.4212,
  "symbols": ["S", "N", "N", "N", "C", "C", "C", "C", "C", "C", "C", "C", "C", "C", "C", "C", "C", "C", "C", "C", "C", "C", "C", "C", "C", "C", "C", "C", "C", "C", "H", "H", "H", "H", "H", "H", "H", "H", "H", "H", "H", "H", "H", "H", "H", "H", "H", "H", "H", "H", "H", "H", "H", "H"],
  "coordinates": [[-3.04561, -0.29463, -1.19422], [-1.08977, 0.02140, -2.77903], [3.48227, -0.48877, 2.13071], [-0.15010, -0.25958, -0.77437], [-4.64207, -0.19362, -3.55022], [-2.17325, 0.57357, 3.24544], [1.46815, -0.52320, 1.09544], [3.78576, 1.99374, 2.29567], [-3.40420, -0.07607, -2.90835], [0.97234, 0.01457, -1.68639], [2.49928, -1.31916, 1.64736], [-3.49290, 0.04759, -5.68804], [-2.28043, -1.22779, 1.13067], [4.77666, -0.89696, 2.66066], [-2.24835, 0.18323, -5.01422], [-3.47919, -0.81958, 1.75657], [3.11590, 0.83866, 1.93809], [-0.99742, 0.18777, 2.57834], [0.33296, 0.13601, -3.05610], [2.63430, -2.76039, 1.93565], [-1.07299, -0.60251, 1.44136], [0.12950, -0.89474, 0.52647], [-4.68070, -0.14015, -4.96217], [1.82224, 3.23123, 1.56752], [-2.22055, 0.11121, -3.62435], [3.14087, 3.20992, 2.06153], [-3.41991, 0.14020, 2.77101], [1.82814, 0.84532, 1.33484], [1.13893, 2.05591, 1.25172], [-1.33061, -0.18212, -1.47404], [5.29522, -1.54673, 1.93845], [-1.31687, 0.31408, -5.58489], [1.53190, 0.93347, -1.42639], [1.64135, -0.84358, -1.65001], [-4.41946, -1.28993, 1.46829], [3.05724, -2.87509, 2.94294], [4.71625, -1.44780, 3.61381], [-5.55104, -0.35839, -2.95444], [4.79819, 1.93556, 2.68767], [3.30954, -3.24576, 1.21819], [1.32769, 4.18996, 1.43198], [3.66654, 4.14883, 2.25489], [1.64838, -3.23240, 1.91058], [0.53730, 1.10235, -3.50381], [-3.53445, 0.06816, -6.79085], [0.07530, 2.07122, 1.00937], [-5.63711, -0.26338, -5.48313], [-4.34741, 0.47346, 3.25234], [5.38906, -0.00241, 2.83559], [-2.10439, 1.16854, 4.15304], [0.63584, -0.60862, -3.79492], [0.15684, -1.99587, 0.40439], [-2.24828, -2.07789, 0.43350], [-0.02689, 0.47113, 2.97582]]
}

=====

{
  "formula": "C26H25BCl3F6N8O2STi",
  "method": "the ωB97M-V functional and the def2-TZVPD basis",
  "homo_lumo_gap_ev": [8.41, 6.69],
  "relative_energy_kcal_mol": 8.31,
  "multiplicity": 2,
  "total_energy_ev": -131890.4010,
  "symbols": ["Ti", "Cl", "Cl", "Cl", "S", "F", "F", "F", "F", "F", "F", "O", "O", "N", "N", "N", "N", "N", "N", "N", "N", "C", "C", "C", "C", "C", "C", "C", "C", "C", "C", "C", "C", "C", "C", "C", "C", "C", "C", "C", "C", "C", "C", "C", "C", "C", "C", "B", "H", "H", "H", "H", "H", "H", "H", "H", "H", "H", "H", "H", "H", "H", "H", "H", "H", "H", "H", "H", "H", "H", "H", "H", "H"],
  "coordinates": [[-0.86519, 0.00615, -0.61635], [-2.74760, -7.33080, -0.34222], [-3.67119, -2.29661, -1.98134], [0.48315, -3.34427, 1.26512], [-3.15400, 0.63598, -0.36851], [0.17379, 0.46953, -5.78864], [-1.33301, -2.15041, -3.07643], [1.33365, 0.60814, -3.96085], [-0.03009, 2.17658, -4.50425], [-1.73693, -1.68463, -5.14393], [0.29497, -1.80909, -4.45011], [-1.18385, -1.69319, -0.53239], [-0.78824, 0.30011, -2.38255], [2.54165, 1.58354, 3.75889], [1.89900, 0.56459, 0.66254], [-0.47375, 2.14328, -0.16782], [0.27421, 2.46916, 0.92205], [-0.84704, -0.11991, 1.65155], [1.27406, -0.20604, -0.25605], [2.11770, 2.10937, 2.58244], [0.11368, 0.49305, 2.39912], [3.90294, 3.27102, 3.15834], [-0.79942, 4.30133, 0.35222], [-0.83429, -3.90372, 0.30095], [-2.00747, 3.41625, -1.71628], [3.21699, 0.33357, 0.62791], [-1.62143, -0.79061, 2.51078], [-1.00161, 0.12461, -3.72830], [2.94241, 3.11820, 2.19566], [-1.11866, 3.26968, -0.52992], [3.60363, 2.27953, 4.12067], [-1.19571, -5.23707, 0.34465], [2.21586, -0.91590, -0.88552], [4.33380, 1.96709, 5.38665], [1.92391, -1.89433, -1.96899], [-2.29617, -5.65897, -0.37769], [-2.68568, -3.43487, -1.13932], [3.46704, -0.60462, -0.34915], [-0.93587, -1.39705, -4.11121], [-0.07071, 0.23153, 3.70105], [-2.76850, -1.67114, 2.13789], [-1.16753, -0.58691, 3.81807], [-3.05565, -4.76619, -1.11058], [-1.54832, -2.97412, -0.46930], [0.13869, 0.84732, -4.50392], [-2.35533, 0.68273, -4.15554], [0.07314, 3.74743, 1.25854], [1.10883, 1.41624, 1.68509], [2.53314, -2.78659, -1.82924], [-2.47725, -2.71989, 2.23166], [0.60655, 0.62892, 4.43541], [3.89020, 0.83278, 1.30442], [4.70474, 3.98933, 3.18031], [4.41866, -1.01023, -0.64511], [-3.11859, -1.48575, 1.12845], [2.79212, 3.64059, 1.26534], [-3.93170, -5.09627, -1.64913], [-1.41783, 3.42667, -2.62625], [-3.13459, 0.21443, -3.55517], [0.56245, 4.17692, 2.11481], [-0.62794, -5.93415, 0.94340], [5.16598, 1.28813, 5.19321], [2.16759, -1.46785, -2.94082], [-3.59882, -1.49516, 2.82132], [-2.54376, 4.36078, -1.64370], [3.66385, 1.48557, 6.09632], [-2.53852, 0.49101, -5.20927], [4.73686, 2.87470, 5.83398], [-2.73122, 2.60609, -1.77420], [-1.59179, -0.99290, 4.71995], [0.87707, -2.18541, -1.96735], [-2.37862, 1.75130, -3.97397], [-1.16839, 5.31145, 0.32262]]
}